This record from the Open Molecules 2025 dataset describes C12H21I2NPdSSb as an isolated structure. The level of theory is ωB97M-V/def2-TZVPD.

```
! RIJCOSX wB97M-V def2-TZVPD def2/J DEFGRID3
* xyz 1 1
Pd -0.97924 -0.29559 -0.71614
S -2.44566 0.41607 0.92560
C -3.57982 -0.36085 -0.17465
C -4.93565 -0.59404 0.01793
C -5.62928 -1.22132 -0.99860
C -4.96871 -1.61090 -2.16284
C -3.61696 -1.36269 -2.26921
N -2.94996 -0.74314 -1.29398
H -5.41391 -0.28874 0.93767
H -6.68845 -1.41319 -0.88974
H -5.49525 -2.09647 -2.97101
H -3.04588 -1.64454 -3.14492
I 0.35410 -1.09448 -3.00821
C 0.49479 -3.08770 -2.24051
I -0.25392 -3.21916 -0.26635
H 1.53976 -3.37311 -2.25045
H -0.09359 -3.72711 -2.88659
C 3.32714 -1.10127 -0.16130
C 2.96414 0.37369 -0.28316
Sb 1.00028 0.79860 0.42681
C 0.84697 2.92208 0.30769
C 2.12298 3.68381 0.64243
C 1.11161 0.27449 2.48799
C 2.32686 0.82332 3.22449
H 4.35338 -1.27492 -0.48544
H 2.67528 -1.72317 -0.77805
H 3.24232 -1.45770 0.86695
H 3.02434 0.72003 -1.31581
H 3.63529 0.99741 0.30976
H 0.02000 3.19774 0.96433
H 0.51817 3.12738 -0.71208
H 2.44192 3.51794 1.67233
H 1.96213 4.75517 0.51886
H 2.94702 3.40222 -0.01399
H 1.09127 -0.81719 2.50808
H 0.17627 0.61334 2.93659
H 3.26254 0.51526 2.75531
H 2.34271 0.45567 4.25092
H 2.31503 1.91308 3.26930
*
```

For the relative energy (zero: lowest compared OMol25 entry of this formula, charge and spin), the calculation gives 0.8 kcal per mole.

Charge distribution, natural (NBO) scheme, values in e: Pd 0.31; S -0.07; C 0.08; C -0.26; C -0.12; C -0.26; C 0.06; N -0.53; H 0.24; H 0.24; H 0.24; H 0.21; I 0.29; C -0.72; I 0.23; H 0.24; H 0.24; C -0.62; C -0.74; Sb 1.29; C -0.73; C -0.63; C -0.73; C -0.63; H 0.23; H 0.19; H 0.21; H 0.24; H 0.24; H 0.24; H 0.24; H 0.21; H 0.23; H 0.21; H 0.23; H 0.24; H 0.21; H 0.23; H 0.21



This record from the Open Molecules 2025 dataset describes C12H22AgF6N7O12S6 as an isolated structure. The level of theory is ωB97M-V/def2-TZVPD.

```
! RIJCOSX wB97M-V def2-TZVPD def2/J DEFGRID3
* xyz 0 1
Ag -32.75661 0.77531 31.54364
C -30.56801 -4.05573 29.75266
C -31.87274 -3.36945 30.16082
N -32.68175 -3.04045 28.99515
C -33.26783 -3.94267 28.14679
C -34.10883 -3.25525 27.32401
N -34.00481 -1.94531 27.70399
C -33.18175 -1.81664 28.73873
C -34.75346 -0.84324 27.06001
H -30.81134 -5.10961 29.57791
H -29.76021 -4.04593 30.47928
H -30.19344 -3.72689 28.78363
H -31.65129 -2.37715 30.56379
H -32.42345 -3.89736 30.93637
H -32.99915 -4.98429 28.14564
H -34.43749 -3.52812 26.33631
H -32.85861 -0.91736 29.22335
H -34.16777 0.07083 27.14148
H -35.66453 -0.75910 27.64937
H -34.92506 -1.06579 26.01240
C -30.24340 -0.79541 33.19791
C -30.42734 -0.69627 34.72333
N -29.63506 -1.64912 35.48083
C -29.88918 -2.99536 35.48242
C -29.14071 -3.62357 36.39426
N -28.46116 -2.61788 37.07633
C -28.77381 -1.44315 36.46262
C -27.51752 -2.74024 38.17373
H -30.67084 0.13886 32.85554
H -30.67556 -1.63780 32.65393
H -29.20630 -0.85810 32.85738
H -31.49925 -0.79607 34.89569
H -30.19910 0.33120 35.00507
H -30.65472 -3.45096 34.87324
H -28.97983 -4.65336 36.65895
H -28.31473 -0.50486 36.72979
H -26.50612 -2.64496 37.78359
H -27.67292 -3.71433 38.63049
H -27.75446 -1.96582 38.89938
N -34.49836 -0.80029 31.65205
S -34.72395 -2.06916 32.60801
O -34.56364 -3.35937 31.96744
O -35.66560 -1.95629 33.69219
F -33.24811 -2.08247 33.29169
S -36.03372 -0.94191 30.91195
O -37.24729 -0.48072 31.51944
O -36.06918 -2.01737 29.95928
F -35.68335 0.29784 29.92905
N -32.56225 1.91550 33.56421
S -33.30907 1.77017 34.90858
O -34.23004 2.83235 35.23567
O -32.59516 1.12604 35.98498
F -34.30475 0.61139 34.45676
S -31.48506 3.06378 34.08306
O -30.43068 2.65818 34.96932
O -31.89869 4.45579 34.11660
F -30.65798 3.04496 32.68649
N -31.46229 0.97339 29.67934
S -31.94897 2.01465 28.62174
O -32.23580 1.55472 27.28680
O -31.60679 3.40362 28.85132
F -33.47160 2.02463 29.19313
S -29.87898 0.82814 29.04694
O -28.93662 1.56912 29.81357
O -29.68934 0.65602 27.64188
F -29.67181 -0.66463 29.63364
*
```

For the relative energy (zero: lowest compared OMol25 entry of this formula, charge and spin), the calculation gives 0.0 kcal per mole.

Charge distribution, natural (NBO) scheme, values in e: Ag 0.92; C -0.63; C -0.22; N -0.29; C -0.04; C -0.04; N -0.27; C 0.28; C -0.42; H 0.20; H 0.23; H 0.23; H 0.21; H 0.25; H 0.24; H 0.24; H 0.26; H 0.26; H 0.25; H 0.22; C -0.61; C -0.26; N -0.26; C -0.04; C -0.04; N -0.29; C 0.27; C -0.41; H 0.23; H 0.21; H 0.22; H 0.26; H 0.27; H 0.26; H 0.25; H 0.25; H 0.23; H 0.23; H 0.23; N -1.18; S 2.40; O -0.93; O -0.85; F -0.54; S 2.39; O -0.83; O -0.91; F -0.52; N -1.23; S 2.44; O -0.88; O -0.93; F -0.51; S 2.39; O -0.90; O -0.84; F -0.51; N -1.23; S 2.41; O -0.90; O -0.86; F -0.54; S 2.41; O -0.87; O -0.85; F -0.53



This record from the Open Molecules 2025 dataset describes C12H22AlBrF9N2O4S as an isolated structure. The level of theory is ωB97M-V/def2-TZVPD.

```
! RIJCOSX wB97M-V def2-TZVPD def2/J DEFGRID3
* xyz -1 1
N -3.67654 3.27435 -3.25316
C -3.66351 2.09069 -4.13125
C -2.26598 1.85990 -4.71608
C -2.00344 0.37182 -5.09924
Al -0.92810 -0.45367 -3.60429
Br -2.15131 -0.04462 -1.58777
C -0.74998 -2.45541 -3.79844
N -2.09931 -3.08044 -3.54306
S 1.19300 0.60137 -3.61908
O 1.01349 1.81168 -4.39869
O 2.21320 -0.22485 -4.23094
C 1.78577 1.25822 -1.95636
F 0.76477 1.85884 -1.37377
F 2.66679 2.20078 -2.22565
C 2.47141 0.22503 -1.01113
F 2.42447 -0.99046 -1.49825
F 3.75343 0.52357 -0.91629
C 1.87902 0.14235 0.41432
F 2.56862 -0.81609 1.03836
F 0.64225 -0.25909 0.36446
C 2.02002 1.44355 1.27237
F 0.80763 1.89211 1.52576
F 2.55714 1.21963 2.42987
F 2.66264 2.38928 0.66597
H -3.39037 3.01562 -2.31997
H -3.08423 4.00365 -3.62318
H -3.96864 1.26043 -3.51113
H -4.39558 2.26017 -4.91933
H -2.10433 2.54680 -5.54634
H -1.57249 2.14890 -3.93317
H -2.96685 -0.13610 -5.12079
H -1.48905 0.27262 -6.04961
H -0.34109 -2.76295 -4.75818
H -0.08001 -2.84690 -3.03110
H -2.80036 -2.41349 -3.85218
H -2.18303 -3.11927 -2.53484
C -0.21865 0.35439 6.26189
O 0.85676 -0.27924 6.93475
C 0.66531 -1.67656 7.09666
C 1.46275 -2.46996 6.08328
O 0.98437 -2.26003 4.76636
C 1.78269 -1.35308 4.02033
H 0.10211 1.36007 5.99420
H -0.49428 -0.17780 5.34901
H -1.09021 0.42687 6.92173
H -0.39633 -1.93340 7.03370
H 1.01691 -1.93425 8.10168
H 1.34519 -3.53682 6.30264
H 2.52731 -2.22631 6.15517
H 2.71858 -1.83449 3.71877
H 2.00026 -0.44391 4.58476
H 1.22776 -1.08352 3.12721
*
```

Charge distribution, natural (NBO) scheme, values in e: N -0.86; C -0.22; C -0.41; C -1.01; Al 1.34; Br -0.57; C -0.81; N -0.84; S 1.60; O -0.97; O -0.96; C 0.39; F -0.31; F -0.30; C 0.58; F -0.29; F -0.30; C 0.55; F -0.31; F -0.27; C 0.92; F -0.31; F -0.30; F -0.30; H 0.36; H 0.35; H 0.20; H 0.17; H 0.19; H 0.19; H 0.21; H 0.22; H 0.20; H 0.19; H 0.34; H 0.35; C -0.26; O -0.55; C -0.09; C -0.09; O -0.55; C -0.25; H 0.19; H 0.19; H 0.16; H 0.17; H 0.18; H 0.18; H 0.17; H 0.17; H 0.18; H 0.20



This record from the Open Molecules 2025 dataset describes a 2-piece molecular cluster, C12H22F3NO3Si overall. The level of theory is ωB97M-V/def2-TZVPD.

```
! RIJCOSX wB97M-V def2-TZVPD def2/J DEFGRID3
* xyz 0 1
C -2.68186 0.24772 3.64682
O -3.10264 -0.28783 2.41329
C -3.61803 0.71933 1.54492
C -2.58514 1.18182 0.51287
C -1.98984 2.56738 0.88770
Si -0.15833 2.66277 0.41303
C 0.81653 1.76659 1.76895
C 2.03076 0.92124 1.31445
C 1.72346 -0.10065 0.28458
O 1.66210 0.10061 -0.86852
O 1.54240 -1.33862 0.75492
C 0.30611 4.53610 0.31605
F -0.32038 5.11972 -0.68617
F 1.59051 4.76254 0.16182
F -0.09226 5.18883 1.39647
H -1.87866 0.96784 3.51625
H -3.51723 0.68876 4.18303
H -2.27547 -0.55860 4.24560
H -4.00869 1.54704 2.12900
H -4.46981 0.26724 1.04353
H -3.09617 1.28976 -0.43352
H -1.78192 0.45973 0.41213
H -2.01392 2.74727 1.95496
H -2.51670 3.37742 0.39178
H 0.04785 2.12273 -0.93685
H 1.22443 2.55243 2.40181
H 0.16632 1.19818 2.41841
H 2.40565 0.40674 2.19102
H 2.82236 1.58362 0.99298
H 1.76625 -1.92863 0.02388
C 3.02594 -4.46685 -3.29338
C 1.94548 -3.65491 -3.99918
C 1.08704 -2.83610 -3.02960
C 0.39493 -3.70550 -2.07161
N -0.13257 -4.37636 -1.31542
H 2.59290 -5.20338 -2.61485
H 3.63132 -5.00925 -4.01968
H 3.69020 -3.81891 -2.71728
H 1.30680 -4.32947 -4.57280
H 2.41471 -2.97433 -4.71165
H 0.34103 -2.26282 -3.57948
H 1.70454 -2.13118 -2.47027
*
```

Charge distribution, natural (NBO) scheme, values in e: C -0.24; O -0.54; C -0.06; C -0.43; C -0.85; Si 1.23; C -0.84; C -0.51; C 0.79; O -0.59; O -0.68; C 0.67; F -0.34; F -0.33; F -0.34; H 0.15; H 0.17; H 0.19; H 0.17; H 0.19; H 0.22; H 0.21; H 0.23; H 0.24; H -0.15; H 0.25; H 0.24; H 0.23; H 0.24; H 0.49; C -0.61; C -0.38; C -0.51; C 0.28; N -0.33; H 0.22; H 0.22; H 0.20; H 0.21; H 0.21; H 0.25; H 0.25



This record from the Open Molecules 2025 dataset describes C12H22HgO10P as an isolated structure. The level of theory is ωB97M-V/def2-TZVPD.

```
! RIJCOSX wB97M-V def2-TZVPD def2/J DEFGRID3
* xyz -3 1
Hg -0.26755 -1.46266 1.79842
C 2.02655 -2.80745 -0.90492
C 1.14641 -3.75818 -0.06804
O 0.92752 -3.37545 1.20750
H 2.98447 -2.61811 -0.40870
H 1.58401 -1.82720 -1.11114
H 2.18110 -3.27028 -1.90324
H 1.66105 -4.75620 -0.12481
H 0.18105 -3.88721 -0.62846
C -1.14661 1.93705 3.24272
C -1.77089 1.30126 1.97906
O -2.06728 -0.00855 2.11775
H -0.78908 2.95093 2.98252
H -0.32458 1.29716 3.56957
H -1.89489 2.02069 4.03307
H -1.04196 1.51972 1.13656
H -2.65988 1.93664 1.67699
P -0.83459 -2.64885 4.32935
O -1.81770 -1.89400 5.25142
O -0.41364 -3.97167 4.99937
O 0.46981 -1.84232 3.91055
O -1.61774 -2.90573 2.95735
O 1.30511 0.25371 0.71009
C 1.58976 1.25752 0.15499
O 1.71553 1.34136 -1.21400
C 2.02574 2.68786 -1.56243
C 2.75390 3.23487 -0.33642
C 1.93672 2.60238 0.77346
H 1.08443 3.22341 -1.72950
H 2.63241 2.78289 -2.46155
H 2.81523 4.32479 -0.36547
H 3.76930 2.82998 -0.34715
H 1.01457 3.15021 0.98313
H 2.44395 2.47443 1.72507
O -0.98151 -1.39617 -0.86913
C -1.46845 -0.79014 -1.76107
O -1.74331 0.54236 -1.68345
C -1.89652 1.13199 -2.97410
C -2.07060 -0.02408 -3.98639
C -1.82191 -1.29474 -3.14566
H -0.97916 1.69461 -3.14556
H -2.76560 1.78709 -2.92766
H -1.21255 0.07543 -4.65777
H -2.99356 -0.02206 -4.55596
H -0.97100 -1.85830 -3.52189
H -2.69801 -1.93896 -3.14449
*
```

For the relative energy (zero: lowest compared OMol25 entry of this formula, charge and spin), the calculation gives 0.0 kcal per mole.

Charge distribution, natural (NBO) scheme, values in e: Hg 1.59; C -0.65; C -0.01; O -0.88; H 0.18; H 0.19; H 0.14; H 0.07; H 0.08; C -0.65; C 0.00; O -0.89; H 0.13; H 0.24; H 0.19; H 0.05; H 0.06; P 2.47; O -1.22; O -1.24; O -1.31; O -1.27; O -0.51; C 0.79; O -0.51; C -0.15; C -0.45; C -0.54; H 0.16; H 0.17; H 0.20; H 0.20; H 0.25; H 0.25; O -0.50; C 0.78; O -0.49; C -0.11; C -0.48; C -0.53; H 0.17; H 0.17; H 0.20; H 0.20; H 0.24; H 0.23



Number 1: highest occupied orbital energy -0.40984 Ha, HOMO-LUMO gap 7.11 eV. Number 2: highest occupied orbital energy -0.37120 Ha, HOMO-LUMO gap 9.34 eV. Number 3: highest occupied orbital energy -0.18736 Ha, HOMO-LUMO gap 7.53 eV. Number 4: highest occupied orbital energy -0.35736 Ha, HOMO-LUMO gap 10.28 eV. Number 5: highest occupied orbital energy 0.15802 Ha, HOMO-LUMO gap 1.35 eV.